# 1
Molecular formula: C5H14O
Method: DFT, the ωB97M-V functional and the def2-TZVPD basis

Each line ends with the Löwdin charge.
Geometry (Å):
C -0.3933 -0.0230 0.2405  -0.102
C -1.5026 0.4849 1.1047  -0.549
C -1.5843 1.9931 0.8951  -0.066
O -2.6312 -0.1673 0.6646  -0.077
H -0.6399 -0.0789 -0.8513  0.103
H -0.0752 -1.0202 0.6471  0.099
H 0.3658 0.6516 -0.0535  0.030
H -1.2861 0.1532 2.2575  0.188
H -2.3165 2.2859 1.6336  0.069
H -0.6189 2.4708 1.1455  0.093
H -2.0355 2.2596 -0.0476  0.078
H -3.2120 0.2765 -0.0348  0.139
C 3.0387 -0.3889 -1.2376  -0.168
C 2.7001 -1.8671 -1.3647  -0.174
H 3.7090 -0.0007 -2.0620  0.085
H 2.0853 0.1680 -1.0604  0.047
H 3.5768 -0.4197 -0.3021  0.051
H 3.5384 -2.6025 -1.1584  0.092
H 1.8811 -2.0346 -0.8172  -0.003
H 2.5256 -1.9642 -2.4413  0.064

Calculated values
- Total charge: 0
- SMILES: CC(C)O.CC
- HOMO energy: -0.367 Ha
- Energy above the lowest of the compared OMol25 structures with the same formula, charge and spin: 213.5 kJ/mol

# 2
Molecular formula: C5H14O2
Method: DFT, the ωB97M-V functional and the def2-TZVPD basis

Each line ends with the Löwdin charge.
Geometry (Å):
C -1.6055 -0.3649 -1.7518  -0.127
C -0.9981 0.6280 -0.7962  -0.347
C 0.4584 0.9094 -0.8687  -0.204
C 0.9984 0.5549 0.6884  -0.170
C 2.5448 0.2598 1.0991  -0.235
O 2.9905 -0.8561 0.3141  -0.119
H -2.6832 -0.3276 -1.5485  0.076
H -1.3155 -1.3441 -1.8385  0.041
H -1.3353 -0.0318 -2.7475  0.072
H -1.3223 0.2694 0.2831  0.091
H -1.5641 1.6854 -0.7696  0.148
H 0.6942 2.0050 -1.2372  0.128
H 1.1499 0.1912 -1.4547  0.116
H 0.2552 -0.0913 1.0929  0.043
H 0.8154 1.5687 1.1336  0.100
H 2.2288 -0.0250 2.2105  0.144
H 3.1254 1.1629 0.7897  0.118
H 2.6438 -1.6674 0.7642  0.103
O -1.9012 -1.6011 1.6092  -0.112
H -2.6472 -1.4141 2.2320  0.054
H -2.5324 -1.5112 0.7958  0.080

Calculated values
- Total charge: 0
- SMILES: CCCCCO.O
- HOMO energy: -0.345 Ha
- Energy above the lowest of the compared OMol25 structures with the same formula, charge and spin: 276.9 kJ/mol

# 3
Molecular formula: C5H14O2
Method: DFT, the ωB97M-V functional and the def2-TZVPD basis

Each line ends with the Löwdin charge.
Geometry (Å):
C -1.8275 -0.3427 2.0098  -0.003
C -0.8154 -0.8892 1.3585  -0.204
C -0.3895 -0.6506 -0.0787  -0.224
C -0.6209 0.7835 -0.5463  -0.255
C -0.4871 1.0278 -2.0452  -0.101
H -2.5780 0.3822 1.7023  0.056
H -2.0294 -0.5461 3.0685  0.059
H -0.1976 -1.5662 1.9450  0.101
H 0.6698 -0.8729 -0.0220  0.076
H -0.8972 -1.3779 -0.6963  0.115
H 0.0595 1.3813 0.0708  0.110
H -1.6037 1.0997 -0.2007  0.090
H 0.5338 1.3163 -2.3198  0.071
H -0.6088 0.0898 -2.5795  0.063
H -1.1295 1.8305 -2.3700  0.066
O 2.3243 -0.9770 -2.2127  -0.050
H 1.4077 -1.0137 -2.4994  0.015
H 2.4030 -0.9040 -1.2611  0.022
O 2.0837 0.0743 2.1583  -0.057
H 1.1354 0.2688 2.1883  0.009
H 2.5674 0.8861 2.3303  0.039

Calculated values
- Total charge: 0
- SMILES: C=CCCC.O.O
- HOMO energy: -0.371 Ha
- Energy above the lowest of the compared OMol25 structures with the same formula, charge and spin: 94.3 kJ/mol

# 4
Molecular formula: C5H14O2
Method: DFT, the ωB97M-V functional and the def2-TZVPD basis

Each line ends with the Löwdin charge.
Geometry (Å):
C -2.1998 1.1458 -1.8825  -0.060
C -1.0813 0.5471 -0.9624  -0.433
C 0.3227 1.0105 -1.3598  -0.082
C -1.3168 0.5924 0.5553  -0.165
C -0.5378 -0.5266 1.2511  -0.244
O -0.9612 -1.8256 0.7366  -0.077
H -3.0733 1.1618 -1.2337  0.063
H -2.2593 0.5278 -2.7721  0.073
H -2.0048 2.1945 -2.1352  0.072
H -1.0879 -0.5027 -1.2794  0.115
H 0.4853 2.0123 -0.9167  0.083
H 1.1074 0.3259 -1.0519  0.069
H 0.3210 1.2334 -2.4292  0.074
H -2.3510 0.6009 0.9024  0.111
H -0.8013 1.4909 0.9124  0.111
H -0.5445 -0.5127 2.3428  0.113
H 0.5297 -0.4318 1.0182  0.105
H -1.6876 -1.9861 1.3330  0.069
O 5.9845 -2.5557 2.5254  -0.048
H 5.7867 -1.6267 2.5758  0.022
H 5.3694 -2.8754 1.8695  0.026

Calculated values
- Total charge: 0
- SMILES: CC(C)CCO.O
- HOMO energy: -0.384 Ha
- Energy above the lowest of the compared OMol25 structures with the same formula, charge and spin: 65.7 kJ/mol

# 5
Molecular formula: C5H14O2
Method: DFT, the ωB97M-V functional and the def2-TZVPD basis

Each line ends with the Löwdin charge.
Geometry (Å):
C 0.3345 -2.8960 -1.7067  -0.064
C 0.4948 -1.6061 -0.9173  -0.488
C -0.8419 -1.0072 -0.5320  -0.054
O 1.2270 -0.6849 -1.7435  -0.055
H 1.2097 -3.1786 -2.2869  0.077
H -0.5271 -2.8555 -2.3784  0.079
H 0.1201 -3.7206 -1.0206  0.079
H 1.1042 -1.8515 -0.0426  0.134
H -1.5864 -1.7465 -0.2417  0.081
H -1.2587 -0.4946 -1.4016  0.090
H -0.6844 -0.2747 0.2615  0.051
H 1.5586 -0.0044 -1.1575  0.068
C -1.0866 2.5352 1.6410  -0.088
C 0.3130 2.2916 1.1105  -0.310
O 0.8772 1.2391 1.9301  -0.092
H -1.0038 2.8896 2.6682  0.077
H -1.6473 3.2700 1.0662  0.075
H -1.6546 1.6057 1.6529  0.069
H 0.8919 3.2155 1.1525  0.110
H 0.3385 1.9214 0.0816  0.093
H 1.8211 1.3523 1.8644  0.069

Calculated values
- Total charge: 0
- SMILES: CC(C)O.CCO
- HOMO energy: -0.376 Ha
- Energy above the lowest of the compared OMol25 structures with the same formula, charge and spin: 45.2 kJ/mol

# 6
Molecular formula: C5H14O2S
Method: DFT, the ωB97M-V functional and the def2-TZVPD basis

Each line ends with the Löwdin charge.
Geometry (Å):
C -2.7213 -0.1009 -1.4980  -0.412
S -2.4722 -0.4872 0.2521  0.800
C -0.7647 -1.0481 0.2559  -0.525
C 0.3246 -0.0379 -0.1660  -0.268
C 0.8137 0.8387 0.9924  -0.187
C 1.8146 0.1187 1.8682  -0.263
O 2.9681 -0.3057 1.1465  -0.071
H -2.7217 -0.9855 -2.1386  0.040
H -3.6922 0.3984 -1.5225  0.029
H -1.9762 0.6092 -1.8440  0.016
H -0.5448 -1.3593 1.2825  0.065
H -0.6691 -1.9677 -0.3159  0.073
H 1.1382 -0.5934 -0.6375  0.107
H -0.1485 0.5814 -0.9270  0.064
H -0.0613 1.0689 1.6127  0.116
H 1.2337 1.7345 0.5505  0.109
H 2.1047 0.7232 2.7301  0.117
H 1.3624 -0.8156 2.2189  0.114
H 3.4919 0.4498 0.8685  0.087
O 2.1560 1.3917 -2.5353  -0.055
H 1.2466 1.3061 -2.2216  0.007
H 2.3846 0.4830 -2.7558  0.038

Calculated values
- Total charge: 0
- SMILES: CSCCCCO.O
- HOMO energy: -0.320 Ha
- Energy above the lowest of the compared OMol25 structures with the same formula, charge and spin: 18.6 kJ/mol

# 7
Molecular formula: C5H14O2S
Method: DFT, the ωB97M-V functional and the def2-TZVPD basis

Each line ends with the Löwdin charge.
Geometry (Å):
C -0.1043 -2.8290 -0.1056  -0.492
S -0.1534 -1.4303 0.9260  0.795
C 0.6132 -0.2295 -0.2873  -0.499
C -0.3107 0.1162 -1.3491  -0.353
C -0.8385 1.5174 -1.3599  -0.205
C 0.1676 2.5331 -0.8198  -0.268
O 0.0010 3.7293 -1.5694  -0.109
H -0.0522 -3.8234 0.2828  0.024
H -0.9695 -3.0131 -0.6682  0.002
H 0.7783 -2.6345 -0.8615  0.077
H 1.0609 0.3952 0.4548  0.046
H 1.5180 -0.8107 -0.8135  0.119
H 0.2639 -0.0447 -2.3371  0.135
H -1.1702 -0.6003 -1.5262  0.123
H -1.8011 1.3480 -0.7631  0.139
H -1.1403 1.8984 -2.4037  0.131
H 0.0384 2.6929 0.2628  0.124
H 1.2631 2.4032 -1.1709  0.151
H -0.3600 3.4343 -2.4184  0.064
O 0.7196 -1.5103 5.4485  0.032
H 0.1306 -0.8295 5.5473  -0.007
H 0.3458 -2.3127 5.5316  -0.027

Calculated values
- Total charge: 0
- SMILES: CSCCCCO.O
- HOMO energy: -0.314 Ha
- Energy above the lowest of the compared OMol25 structures with the same formula, charge and spin: 256.9 kJ/mol

# 8
Molecular formula: C5H14O3
Method: DFT, the ωB97M-V functional and the def2-TZVPD basis

Each line ends with the Löwdin charge.
Geometry (Å):
C -0.0868 -1.2906 -1.4285  -0.017
C 0.2513 -0.7334 -0.2820  -0.135
C -0.8072 -0.6271 0.7532  -0.348
C -1.6359 -1.6042 1.1482  0.052
C -0.5159 0.5008 1.7314  -0.061
H -1.0345 -1.8156 -1.5104  0.076
H 0.5742 -1.4327 -2.2817  0.072
H 1.2133 -0.3298 -0.0181  0.099
H -2.5108 -1.4346 1.7712  0.069
H -1.6777 -2.5235 0.6043  0.050
H 0.4804 0.4818 2.1909  0.078
H -1.3150 0.3412 2.4667  0.077
H -0.5776 1.4430 1.2112  0.048
O -0.8490 1.2634 -2.9500  -0.063
H -0.0816 1.1297 -3.5332  0.066
H -0.8917 0.3756 -2.5556  0.004
O 3.5695 -0.6704 1.8216  -0.052
H 2.6604 -0.5923 1.4996  0.000
H 3.3810 -0.3648 2.7141  0.035
O -0.0052 2.6222 -0.7238  -0.078
H -0.1486 3.3909 -1.2875  0.039
H 0.0075 1.8705 -1.3417  -0.009

Calculated values
- Total charge: 0
- SMILES: C=CC(=C)C.O.O.O
- HOMO energy: -0.342 Ha
- Energy above the lowest of the compared OMol25 structures with the same formula, charge and spin: 146.1 kJ/mol